[1]
Molecular formula: C33H46CrN5O6PS
Method: DFT, ωB97M-V/def2-TZVPD

The total charge is +3. Its spin multiplicity is 2. For the frontier orbital gap (alpha / beta), the calculation gives 6.609 / 6.797 eV. The calculation puts the HOMO energy (alpha / beta) at -14.7780 / -14.8686 eV.

```
93
Properties=species:S:1:pos:R:3:lowdin_charge:R:1
Cr -0.3002 -0.3258 -0.3358 0.642
S -1.0007 -2.2884 0.5787 0.792
P -3.4180 -0.1178 0.6798 0.436
O -3.0418 -0.1328 2.1198 -0.301
O -2.3744 0.2609 -0.3536 -0.379
O -0.4396 -0.7592 -2.1287 -0.215
O 1.0791 3.2189 -3.9707 -0.106
O -0.4137 0.6287 1.5521 -0.187
O 0.1497 1.6655 -0.9146 -0.080
N -3.9253 2.4714 0.3720 0.165
N -3.9854 -2.6434 1.4431 0.118
N 1.7576 -0.6067 -0.1818 0.027
N -0.8197 1.4841 -4.1448 0.175
N 1.1196 3.7006 -0.6146 -0.144
C -0.1093 4.4568 -0.7904 -0.003
C 0.1366 -3.6427 0.4119 -0.579
C 0.6576 1.1342 2.3843 -0.167
C 2.4683 -0.7492 0.9613 -0.227
C -1.4608 -1.2907 -2.7949 -0.328
C -3.4141 -1.0155 -4.2379 -0.013
C -2.8822 -3.1642 -3.3515 -0.029
C 3.8499 -0.5845 0.9625 0.021
C 2.4301 -0.4020 -1.3333 -0.116
C -1.7838 -2.6485 -2.6929 -0.010
C 1.0393 -5.6816 1.3127 -0.057
C 1.3824 0.0438 3.1407 -0.128
C 3.0333 0.4027 -5.3006 -0.040
C 0.1735 -4.6034 1.4187 -0.111
C 1.8408 -4.8398 -0.7895 -0.056
C 0.9733 -3.7603 -0.6949 -0.122
C 1.9624 4.3247 -4.1992 -0.031
C -2.2436 -0.4844 -3.6522 -0.146
C 2.3337 4.4692 -0.3536 0.001
C 1.1454 2.3856 -0.6959 -0.279
C -1.9566 0.8854 -3.9541 0.046
C 2.7611 1.6864 -4.8458 0.007
C 1.7822 -1.1335 2.2430 -0.124
C -4.6971 1.1799 0.3816 -0.157
C 3.8001 -0.2777 -1.3945 -0.021
C 4.5285 -0.3415 -0.2146 -0.006
C -4.2942 -1.7021 0.3261 -0.175
C -3.7313 -2.3438 -4.1033 -0.053
C 0.4898 1.0066 -4.4226 -0.143
C 1.8736 -5.8016 0.2099 -0.056
C 0.7681 -0.2707 -4.8867 0.006
C 2.0476 -0.5744 -5.3188 -0.044
C 1.4841 1.9947 -4.4016 -0.223
H -2.8125 1.5390 -4.1002 0.156
H 2.2559 0.4970 3.6154 0.134
H 0.9450 -3.0124 -1.4771 0.087
H -0.4139 4.9045 0.1571 0.105
H 2.8765 4.2153 -3.6142 0.094
H -4.0278 -0.3720 -4.8579 0.127
H -4.5998 -2.7554 -4.5972 0.120
H -5.1742 1.0636 -0.5903 0.118
H 1.3373 1.6393 1.6990 0.108
H -0.8623 2.4938 -4.2586 0.169
H -3.9414 -2.1428 -0.6063 0.099
H 2.2657 -1.5630 -5.6971 0.122
H 2.2088 4.4107 -5.2574 0.114
H 4.2825 -0.1344 -2.3497 0.115
H 0.2436 1.8822 3.0607 0.139
H -0.0127 -1.0127 -4.9560 0.126
H 1.4233 5.2111 -3.8800 0.097
H -4.5205 -3.5108 1.3874 0.178
H -3.0927 -4.2241 -3.2781 0.126
H 4.0251 0.1726 -5.6665 0.125
H -5.4484 1.2221 1.1670 0.122
H -3.6836 2.7503 1.3264 0.177
H 2.1451 1.9516 -0.5839 0.143
H 0.8950 -1.7106 2.0095 0.045
H -2.9589 -2.8468 1.3807 0.039
H -3.0435 2.2872 -0.1356 0.136
H 2.5903 5.0796 -1.2191 0.093
H -5.3717 -1.5450 0.2771 0.118
H 0.0571 5.2559 -1.5118 0.101
H -0.4602 -4.5023 2.2917 0.105
H 4.3853 -0.6945 1.8963 0.136
H 1.8238 -0.3412 -2.2279 0.102
H 3.1586 3.7955 -0.1326 0.101
H -1.1448 -3.2883 -2.1015 0.092
H -4.1363 -2.1926 2.3510 0.156
H 2.4884 -4.9346 -1.6513 0.115
H 2.1743 5.1249 0.5016 0.107
H -1.1440 0.2574 2.0863 0.067
H 2.5466 -6.6441 0.1293 0.117
H 5.6047 -0.2291 -0.2178 0.129
H 1.0663 -6.4256 2.0973 0.118
H -0.8817 3.7887 -1.1609 0.077
H 0.7506 -0.3372 3.9456 0.132
H 3.5341 2.4404 -4.8687 0.120
H 2.4527 -1.7925 2.7944 0.138
H -4.4385 3.2385 -0.0646 0.178
```



[2]
Molecular formula: C19H21FN5O4
Method: DFT, ωB97M-V/def2-TZVPD

The total charge is -1. For the frontier orbital gap, the calculation gives 7.248 eV. The calculation puts the HOMO energy at -4.9548 eV.

```
50
Properties=species:S:1:pos:R:3:lowdin_charge:R:1
F -7.1105 -1.9990 1.6008 0.070
O -7.2649 -1.9437 3.8096 0.133
O -3.2367 0.8663 3.8063 -0.006
O -2.7235 -1.8897 1.5956 -0.077
O -1.7325 0.0976 1.8182 -0.035
N -4.0308 -1.2971 4.0951 0.098
N 4.4524 -0.1021 -4.2589 0.057
N 1.7428 1.8983 2.7471 0.052
N -4.9196 0.0962 2.2723 0.036
N -1.1208 -0.5587 -2.0072 0.058
C 6.2874 -2.0502 -5.0387 -0.089
C 1.5388 -1.0576 -1.3297 -0.094
C 5.1745 -1.7805 -5.8181 -0.078
C 2.1003 4.0309 1.7000 -0.106
C 0.6609 1.7428 1.9699 -0.130
C 5.5315 -0.3809 -3.5229 -0.149
C -0.1270 -0.3757 -2.8854 -0.183
C 2.4377 3.0316 2.5974 -0.187
C -6.9057 -1.4162 2.8262 -0.433
C 4.2938 -0.8011 -5.3862 -0.155
C 0.9775 3.8468 0.9048 -0.097
C -0.7779 -0.9933 -0.7856 -0.127
C -6.2090 -0.0096 2.9578 -0.121
C -3.7711 -0.2612 3.0959 -0.530
C 0.5304 -1.2537 -0.4018 -0.062
C 0.2419 2.6819 1.0387 -0.054
C 6.4745 -1.3374 -3.8659 -0.078
C -2.6197 -0.7210 2.0846 -0.617
C 1.2082 -0.6097 -2.6013 -0.099
H 0.7489 -1.6012 0.5992 0.107
H 5.6328 0.2000 -2.6121 0.106
H -0.6387 2.5011 0.4368 0.107
H -6.1804 0.3327 4.0079 0.123
H -3.6036 0.8398 4.7072 0.081
H 0.1126 0.8180 2.1100 0.075
H -1.5978 -1.1362 -0.0952 0.068
H -6.9053 0.6973 2.4216 0.121
H 7.3315 -1.5194 -3.2307 0.099
H 1.9704 -0.4464 -3.3527 0.064
H -3.9296 -2.2298 3.6853 0.087
H 7.0007 -2.8078 -5.3417 0.102
H 2.6998 4.9297 1.6240 0.087
H -4.9105 -0.3692 1.3685 0.122
H 2.5734 -1.2513 -1.0672 0.094
H -0.4340 -0.0217 -3.8655 0.088
H 3.3091 3.1292 3.2383 0.089
H 4.9931 -2.3171 -6.7401 0.099
H 3.4096 -0.5527 -5.9640 0.104
H 0.6807 4.6051 0.1887 0.096
H -3.3654 -1.2540 4.8633 0.081
```



Sequential energy output: -103229.2556 -38402.9050 eV